Record 1
Molecular formula: C5H10O2
Method: DFT, ωB97M-V/def2-TZVPD

```
17
Properties=species:S:1:pos:R:3:forces:R:3
H 2.646 -0.586 1.122 0.61 1.37 -1.48
H 1.705 -2.018 -0.938 -0.05 -0.56 0.08
C 2.436 0.188 0.273 -0.75 -4.20 -0.08
C 0.997 -0.282 0.009 0.87 0.66 -0.57
C 0.815 -1.678 -0.427 -3.06 -0.02 -1.12
O -2.747 -1.068 0.239 0.07 0.12 -0.13
H -0.104 -1.603 -1.118 1.70 -0.50 0.35
H -1.029 2.309 -0.812 0.53 -0.45 0.84
H 2.977 -0.093 -0.694 -0.06 0.81 1.67
O -3.113 0.330 -0.179 0.03 0.30 0.83
H -0.605 2.022 1.052 -0.99 0.56 0.51
H -2.295 0.875 0.153 -0.87 -0.61 -0.46
H 2.527 1.150 0.687 0.24 1.29 -0.04
C -0.694 1.674 0.041 0.65 -0.45 -0.78
C 0.053 0.583 -0.097 -0.57 2.19 0.18
H 0.333 -2.313 0.307 0.89 -0.48 0.56
H -3.902 0.510 0.383 0.76 -0.04 -0.36
```
Positions in Å, forces in eV/Å.

ΔE to the lowest compared entry with this formula, charge and spin (kJ/mol): 813.22
HOMO (eV): -8.69
E_tot (Ha): -346.71569



Record 2
Molecular formula: C5H10O2
Method: DFT, ωB97M-V/def2-TZVPD

```
17
Properties=species:S:1:pos:R:3:forces:R:3
H 0.615 -1.033 0.085 0.75 0.77 -3.39
H -1.519 -1.091 -2.069 0.07 -0.08 -0.17
C -0.619 -0.965 1.301 -0.24 1.16 1.43
C -0.083 0.157 -1.953 0.42 -0.04 0.32
C 0.535 0.482 1.747 -0.76 -1.44 -0.11
O -1.146 -0.331 0.155 0.02 0.24 0.52
H -0.580 -2.062 1.001 1.36 1.17 0.77
H 0.451 1.945 0.115 0.04 -0.02 0.11
C 0.122 -0.121 -0.465 0.51 -0.39 0.07
H -1.229 -0.938 2.175 -1.07 0.24 0.36
H 1.420 0.444 2.413 -0.63 -0.66 -0.34
C 0.852 0.952 0.337 -0.24 0.01 -0.20
H 1.919 0.935 0.069 -0.28 -0.01 0.25
O -0.739 -0.900 -2.609 -0.28 -0.15 0.07
H -0.228 1.110 2.224 0.18 -0.28 -0.12
H -0.652 1.106 -2.078 0.23 -0.40 0.34
H 0.882 0.310 -2.448 -0.07 -0.11 0.09
```
Positions in Å, forces in eV/Å.

ΔE to the lowest compared entry with this formula, charge and spin (kJ/mol): 412.69
HOMO (eV): -9.94
E_tot (Ha): -346.86825



Record 3
Molecular formula: C5H10O2
Method: DFT, ωB97M-V/def2-TZVPD

```
17
Properties=species:S:1:pos:R:3:forces:R:3
H -0.304 -1.054 0.342 0.04 0.16 0.08
H 2.478 -0.068 1.184 -0.06 -0.06 -0.18
H 2.184 -1.664 0.480 -0.03 0.16 -0.07
H 3.361 -0.576 -0.265 -0.18 0.01 0.03
O 0.091 0.781 1.226 -0.14 -0.04 0.23
C -1.280 0.526 -0.741 -0.17 -0.10 -0.03
C -2.461 0.859 0.143 0.08 0.02 0.61
O -2.612 0.421 1.267 0.04 0.22 -0.62
H -1.739 -0.236 -1.393 0.43 -0.05 -0.11
C 2.389 -0.613 0.240 -0.01 -0.02 0.00
C -0.072 -0.012 0.067 -0.03 -0.15 -0.22
H -1.038 1.374 -1.396 0.01 -0.06 0.26
H 1.556 1.026 -0.890 -0.13 -0.12 0.02
H 1.228 -0.564 -1.589 -0.11 0.09 0.14
H -3.238 1.533 -0.270 0.10 -0.15 -0.16
H -0.734 0.676 1.725 0.28 0.06 0.09
C 1.288 -0.010 -0.642 -0.11 0.03 -0.08
```
Positions in Å, forces in eV/Å.

ΔE to the lowest compared entry with this formula, charge and spin (kJ/mol): 127.30
Structure (SMILES): CC[C@@H](O)CC=O
HOMO (eV): -10.15
E_tot (Ha): -346.97695



Record 4
Molecular formula: C5H10O2
Method: DFT, ωB97M-V/def2-TZVPD

```
17
Properties=species:S:1:pos:R:3:forces:R:3
H 2.368 0.304 -1.739 -0.02 0.00 0.16
C 2.296 0.393 -0.650 0.07 -0.01 -0.03
H -0.148 -2.255 -0.358 -0.15 -0.07 -0.02
H -2.586 0.654 -1.419 0.03 -0.03 0.11
H 1.025 -0.710 2.045 -0.03 0.11 -0.13
H -0.820 -2.604 -0.408 0.03 -0.01 0.00
H 0.989 1.043 1.661 0.00 -0.07 -0.10
C 0.716 0.025 1.300 0.19 -0.03 0.08
O -0.136 0.229 -0.806 -0.21 0.04 0.08
H 2.361 1.470 -0.386 -0.09 -0.11 0.00
C -1.088 0.231 0.015 0.06 0.03 0.06
H -3.063 -0.513 -0.162 0.09 0.06 0.00
H 3.188 -0.094 -0.237 -0.13 0.08 -0.06
C 1.087 -0.322 -0.126 0.22 0.09 0.17
O -0.757 0.001 1.259 -0.15 -0.02 -0.22
H -2.960 1.204 0.241 0.08 -0.07 -0.05
C -2.512 0.410 -0.360 0.01 0.02 -0.04
```
Positions in Å, forces in eV/Å.

ΔE to the lowest compared entry with this formula, charge and spin (kJ/mol): 461.58
HOMO (eV): -6.59
E_tot (Ha): -346.84963



Listing frontier orbital gap for the structures above in their given order: 9.360, 10.948, 11.089, 7.427 eV.
Listing LUMO level for the structures above in their given order: 0.67, 1.01, 0.94, 0.84 eV.